Record 1
ORCA calculation (ωB97M-V with the def2-TZVPD basis set) on a 20-piece molecular cluster, C64H184N16O20 overall at a distorted geometry.

Each line ends with the Löwdin charge.
Cartesian coordinates (Å):
C1 4.75 6.54 -1.72  -0.038
C2 6.20 6.47 -1.21  -0.456
C3 7.26 6.68 -2.34  -0.165
O1 8.57 6.21 -1.93  -0.219
C4 9.64 7.01 -2.44  -0.098
N1 6.29 7.49 -0.25  0.028
H1 4.66 5.88 -2.58  0.074
H2 4.39 7.56 -1.88  0.082
H3 4.28 6.09 -0.85  0.055
H4 6.30 5.58 -0.60  0.127
H5 7.06 7.72 -2.60  0.118
H6 7.07 6.21 -3.31  0.118
H7 9.59 8.07 -2.16  0.082
H8 9.64 6.87 -3.52  0.087
H9 10.56 6.63 -1.99  0.087
H10 6.64 8.38 -0.59  0.085
H11 7.09 7.17 0.29  0.084
C5 1.95 7.99 -4.05  -0.031
C6 3.04 7.79 -5.19  -0.429
C7 2.91 6.41 -5.89  -0.199
O2 3.17 5.50 -4.81  -0.216
C8 2.73 4.10 -5.08  -0.052
N2 2.96 8.83 -6.18  0.016
H12 1.01 7.59 -4.43  0.068
H13 1.95 9.07 -3.88  0.073
H14 2.24 7.46 -3.15  0.043
H15 4.02 7.93 -4.75  0.126
H16 3.51 6.31 -6.80  0.114
H17 1.89 6.29 -6.26  0.114
H18 3.19 3.54 -4.26  0.082
H19 3.27 3.70 -5.94  0.085
H20 1.66 3.93 -5.02  0.070
H21 2.04 8.76 -6.60  0.071
H22 3.68 8.83 -6.88  0.071
C9 -6.72 -3.62 3.94  -0.053
C10 -6.08 -2.21 3.85  -0.423
C11 -5.03 -2.26 2.74  -0.174
O3 -4.09 -1.16 2.72  -0.249
C12 -3.12 -1.30 3.72  -0.114
N3 -7.04 -1.13 3.66  0.053
H23 -7.57 -3.54 4.62  0.069
H24 -6.15 -4.40 4.44  0.074
H25 -7.19 -3.99 3.03  0.065
H26 -5.55 -1.93 4.76  0.125
H27 -5.45 -2.27 1.73  0.125
H28 -4.44 -3.17 2.81  0.116
H29 -2.57 -2.24 3.67  0.071
H30 -3.45 -1.20 4.76  0.089
H31 -2.31 -0.60 3.48  0.081
H32 -6.41 -0.35 3.52  0.066
H33 -7.46 -1.00 4.57  0.071
C13 2.40 -2.86 -3.99  -0.090
C14 1.50 -3.57 -3.05  -0.409
C15 0.02 -3.44 -3.63  -0.180
O4 -0.88 -4.02 -2.69  -0.210
C16 -2.20 -3.46 -2.76  -0.101
N4 1.85 -5.00 -3.10  0.053
H34 2.32 -3.29 -4.99  0.086
H35 3.44 -2.95 -3.67  0.056
H36 2.16 -1.79 -4.04  0.086
H37 1.61 -3.09 -2.08  0.122
H38 -0.13 -3.89 -4.61  0.127
H39 -0.19 -2.39 -3.86  0.111
H40 -2.66 -3.81 -3.68  0.081
H41 -2.25 -2.37 -2.81  0.074
H42 -2.91 -3.75 -1.99  0.073
H43 0.95 -5.35 -2.78  0.035
H44 1.83 -5.28 -4.07  0.064
C17 -3.01 5.54 4.34  -0.036
C18 -1.64 4.83 4.49  -0.432
C19 -1.71 3.31 4.34  -0.153
O5 -1.98 2.92 5.70  -0.200
C20 -2.27 1.59 5.94  -0.119
N5 -0.81 5.29 3.44  0.030
H45 -3.74 5.26 5.09  0.077
H46 -3.48 5.57 3.36  0.066
H47 -2.81 6.56 4.67  0.070
H48 -1.13 5.10 5.42  0.137
H49 -0.80 2.73 4.18  0.108
H50 -2.50 3.01 3.66  0.128
H51 -3.25 1.50 6.41  0.089
H52 -1.62 1.18 6.71  0.065
H53 -2.25 0.99 5.03  0.063
H54 -0.59 6.26 3.62  0.072
H55 0.13 4.94 3.46  0.019
C21 2.10 -8.12 3.37  -0.041
C22 0.76 -7.97 4.15  -0.423
C23 -0.38 -7.42 3.30  -0.207
O6 -0.18 -6.06 3.07  -0.243
C24 -0.90 -5.53 1.92  -0.049
N6 0.49 -9.30 4.64  0.030
H56 2.76 -8.74 3.96  0.078
H57 2.60 -7.16 3.31  0.070
H58 1.90 -8.48 2.36  0.079
H59 0.84 -7.25 4.96  0.115
H60 -1.32 -7.44 3.86  0.130
H61 -0.38 -7.93 2.34  0.126
H62 -0.21 -5.54 1.07  0.096
H63 -1.42 -4.57 1.90  0.071
H64 -1.72 -6.17 1.62  0.065
H65 -0.48 -9.45 4.87  0.064
H66 0.66 -10.07 4.01  0.071
C25 -4.90 7.47 -2.55  -0.063
C26 -5.71 6.15 -2.71  -0.431
C27 -5.23 4.96 -1.80  -0.186
O7 -5.18 5.38 -0.47  -0.202
C28 -4.97 4.37 0.52  -0.077
N7 -7.07 6.52 -2.50  0.023
H67 -4.99 8.04 -3.48  0.075
H68 -3.89 7.30 -2.17  0.064
H69 -5.31 8.06 -1.73  0.071
H70 -5.57 5.90 -3.76  0.123
H71 -4.23 4.63 -2.07  0.104
H72 -5.93 4.14 -1.89  0.122
H73 -5.06 4.82 1.51  0.082
H74 -3.99 3.90 0.46  0.076
H75 -5.70 3.57 0.43  0.083
H76 -7.29 7.47 -2.76  0.071
H77 -7.03 6.54 -1.49  0.067
C29 3.64 0.79 4.46  -0.044
C30 3.47 2.31 4.47  -0.410
C31 2.08 2.92 4.19  -0.135
O8 2.16 4.09 3.31  -0.236
C32 2.28 5.27 4.12  -0.089
N8 3.87 2.69 5.82  0.031
H78 2.95 0.42 5.22  0.059
H79 4.65 0.40 4.53  0.083
H80 3.32 0.44 3.48  0.052
H81 4.14 2.79 3.75  0.133
H82 1.48 3.14 5.07  0.133
H83 1.63 2.26 3.44  0.108
H84 2.91 6.03 3.65  0.092
H85 2.72 5.01 5.08  0.079
H86 1.35 5.75 4.43  0.073
H87 4.85 2.47 5.95  0.077
H88 3.95 3.69 5.87  0.052
C33 -0.12 1.96 1.04  -0.032
C34 0.71 0.73 0.66  -0.442
C35 -0.03 -0.48 0.09  -0.190
O9 -0.90 -1.02 1.09  -0.173
C36 -1.84 -1.93 0.47  -0.072
N9 1.87 1.08 -0.09  0.075
H89 -1.00 1.64 1.60  0.074
H90 -0.52 2.47 0.16  0.065
H91 0.33 2.84 1.48  0.059
H92 1.05 0.37 1.63  0.114
H93 0.72 -1.18 -0.27  0.112
H94 -0.56 -0.07 -0.77  0.106
H95 -2.61 -2.31 1.15  0.067
H96 -1.27 -2.75 0.04  0.081
H97 -2.44 -1.42 -0.29  0.084
H98 2.28 1.96 0.19  0.046
H99 2.60 0.39 -0.03  0.067
C37 6.81 0.83 1.86  -0.028
C38 7.82 1.98 1.40  -0.415
C39 7.63 2.15 -0.14  -0.199
O10 8.65 3.04 -0.58  -0.182
C40 8.66 3.29 -1.95  -0.129
N10 7.54 3.19 2.09  0.033
H100 6.84 0.05 1.10  0.053
H101 5.84 1.19 2.19  0.057
H102 7.24 0.45 2.79  0.066
H103 8.89 1.86 1.57  0.136
H104 6.59 2.43 -0.33  0.128
H105 7.83 1.17 -0.58  0.110
H106 9.50 3.97 -2.10  0.081
H107 7.82 3.71 -2.50  0.085
H108 8.91 2.33 -2.39  0.086
H109 6.67 3.58 1.76  0.034
H110 8.17 3.89 1.74  0.068
C41 -5.79 -2.31 -4.62  -0.045
C42 -5.67 -1.50 -5.95  -0.393
C43 -6.89 -0.72 -6.44  -0.176
O11 -7.86 -1.56 -7.12  -0.179
C44 -9.22 -1.32 -6.90  -0.144
N11 -4.47 -0.61 -5.97  0.031
H111 -4.87 -2.45 -4.06  0.055
H112 -6.27 -3.27 -4.81  0.074
H113 -6.56 -1.86 -3.99  0.069
H114 -5.49 -2.32 -6.64  0.127
H115 -6.59 0.00 -7.21  0.111
H116 -7.42 -0.04 -5.78  0.119
H117 -9.69 -2.05 -6.24  0.080
H118 -9.80 -1.53 -7.80  0.078
H119 -9.55 -0.32 -6.62  0.085
H120 -4.33 -0.19 -6.88  0.064
H121 -4.63 0.07 -5.24  0.054
C45 -1.43 -7.45 -3.04  -0.044
C46 -1.18 -8.72 -2.11  -0.437
C47 -1.39 -10.05 -2.85  -0.228
O12 -0.46 -10.16 -3.90  -0.178
C48 -0.65 -11.45 -4.49  -0.102
N12 0.14 -8.59 -1.66  0.037
H122 -1.17 -6.54 -2.49  0.042
H123 -2.46 -7.24 -3.31  0.074
H124 -0.69 -7.34 -3.83  0.073
H125 -1.88 -8.60 -1.29  0.132
H126 -2.38 -10.09 -3.30  0.126
H127 -1.24 -10.88 -2.17  0.115
H128 0.30 -11.77 -4.93  0.088
H129 -1.45 -11.63 -5.21  0.086
H130 -0.90 -12.19 -3.73  0.075
H131 0.67 -8.60 -2.52  0.075
H132 0.38 -9.44 -1.17  0.078
C49 1.52 -4.42 5.71  -0.060
C50 0.19 -3.77 5.85  -0.392
C51 0.27 -2.24 6.07  -0.221
O13 0.70 -1.90 7.33  -0.148
C52 0.96 -0.56 7.55  -0.102
N13 -0.56 -4.02 4.57  0.045
H133 1.47 -5.41 5.25  0.049
H134 2.09 -4.60 6.62  0.085
H135 2.13 -3.79 5.07  0.081
H136 -0.42 -4.29 6.59  0.137
H137 -0.69 -1.78 5.86  0.118
H138 0.92 -2.00 5.23  0.116
H139 1.79 -0.21 6.94  0.067
H140 1.26 -0.42 8.59  0.097
H141 0.14 0.12 7.29  0.065
H142 -0.10 -3.55 3.81  0.062
H143 -0.35 -4.96 4.28  0.005
C53 -5.76 -4.65 -0.19  -0.058
C54 -6.64 -5.85 -0.28  -0.455
C55 -6.50 -6.72 0.91  -0.264
O14 -5.23 -7.30 0.86  -0.128
C56 -4.73 -7.31 2.22  -0.078
N14 -8.04 -5.49 -0.56  0.050
H144 -4.72 -4.87 -0.45  0.070
H145 -5.66 -4.29 0.83  0.052
H146 -6.04 -3.82 -0.84  0.086
H147 -6.23 -6.36 -1.15  0.144
H148 -7.33 -7.43 0.91  0.124
H149 -6.76 -6.15 1.80  0.106
H150 -4.67 -8.35 2.55  0.084
H151 -5.21 -6.73 3.01  0.083
H152 -3.67 -7.08 2.26  0.057
H153 -8.54 -6.35 -0.70  0.063
H154 -8.53 -5.06 0.21  0.068
C57 5.07 -1.02 -1.94  -0.055
C58 5.77 -2.24 -1.31  -0.457
C59 4.78 -2.91 -0.32  -0.144
O15 4.41 -2.06 0.81  -0.239
C60 3.30 -2.35 1.67  -0.067
N15 6.32 -3.02 -2.37  0.044
H155 5.74 -0.62 -2.71  0.076
H156 5.18 -0.27 -1.17  0.062
H157 4.10 -1.25 -2.38  0.059
H158 6.64 -1.82 -0.81  0.129
H159 5.22 -3.82 0.08  0.118
H160 3.85 -3.10 -0.86  0.104
H161 3.45 -3.36 2.04  0.081
H162 2.48 -2.41 0.95  0.073
H163 3.30 -1.58 2.44  0.073
H164 5.61 -3.52 -2.87  0.067
H165 6.96 -3.68 -1.96  0.075
C61 -2.00 1.20 -3.23  -0.049
C62 -0.94 2.33 -3.42  -0.395
C63 -1.27 3.64 -2.68  -0.166
O16 -0.01 4.35 -2.45  -0.220
C64 -0.15 5.71 -2.09  -0.099
N16 0.45 1.92 -3.12  0.061
H166 -3.02 1.33 -3.58  0.060
H167 -2.03 0.96 -2.17  0.051
H168 -1.61 0.39 -3.85  0.066
H169 -0.81 2.48 -4.49  0.126
H170 -1.94 3.51 -1.83  0.101
H171 -1.95 4.30 -3.23  0.105
H172 -0.69 6.15 -2.93  0.084
H173 0.84 6.08 -1.81  0.077
H174 -0.78 5.88 -1.22  0.085
H175 0.98 2.61 -3.64  0.021
H176 0.66 2.10 -2.14  0.037
O17 2.71 4.21 0.50  -0.038
H177 1.95 4.70 0.16  0.039
H178 2.43 3.90 1.36  0.003
O18 5.19 5.32 1.75  -0.048
H179 4.32 5.00 1.53  -0.011
H180 5.31 6.09 1.21  -0.008
O19 1.44 7.22 1.01  -0.042
H181 2.26 6.97 1.44  0.013
H182 1.12 7.98 1.51  0.037
O20 -4.66 0.99 1.51  -0.053
H183 -4.32 1.26 0.65  0.018
H184 -4.03 0.34 1.82  -0.012

As for the net charge: 0. As for the HOMO energy: -8.56 eV. Its total energy is -134127.27472 eV.


Record 2
ORCA calculation (ωB97M-V with the def2-TZVPD basis set) on a 8-piece molecular cluster, C64H60BrClIN8O4S overall at a distorted geometry.

Each line ends with the Löwdin charge.
Cartesian coordinates (Å):
C1 -0.92 -4.26 2.99  -0.132
C2 -0.73 -2.99 1.99  -0.247
C3 -2.00 -1.99 2.05  -0.203
C4 -2.27 -1.22 0.66  -0.118
C5 -3.45 -1.61 -0.31  -0.145
C6 -4.51 -2.76 0.03  -0.218
C7 -6.00 -2.47 -0.49  -0.681
C8 -6.22 -2.86 -2.06  -0.194
I1 -6.72 -0.44 -0.02  0.892
C9 -3.51 -0.77 -1.64  -0.043
C10 -2.52 0.39 -1.98  0.039
C11 -1.36 0.78 -0.98  -0.139
C12 -1.27 -0.06 0.32  -0.302
S1 0.08 0.35 1.52  0.934
C13 1.38 1.09 0.40  -0.290
C14 2.91 1.06 0.76  -0.156
C15 3.38 0.39 2.15  -0.093
C16 2.74 1.16 3.44  -0.306
O1 2.53 0.44 4.46  -0.005
C17 2.47 2.73 3.36  -0.101
C18 1.12 3.40 3.04  -0.015
C19 0.90 4.95 2.93  -0.036
C20 2.13 5.85 3.16  -0.071
C21 3.50 5.19 3.51  -0.069
C22 3.71 3.66 3.62  -0.016
C23 3.98 1.69 -0.17  -0.030
C24 3.52 2.37 -1.50  -0.473
Cl1 4.77 3.15 -2.61  0.554
C25 1.99 2.40 -1.84  -0.080
C26 1.56 3.15 -3.19  -0.160
C27 1.29 2.17 -4.43  -0.695
O2 1.85 1.06 -4.54  -0.023
Br1 0.02 2.86 -5.82  0.606
C28 0.89 1.76 -0.90  -0.095
N1 -0.49 1.91 -1.36  -0.016
C29 -1.10 3.22 -0.96  -0.576
O3 -0.89 3.81 0.15  -0.047
O4 -1.96 3.80 -1.89  -0.185
H1 -1.96 -4.18 3.51  0.068
H2 -0.76 -5.26 2.47  0.062
H3 -0.16 -4.22 3.86  0.068
H4 0.18 -2.40 2.40  0.074
H5 -0.44 -3.31 0.93  0.114
H6 -1.79 -1.21 2.88  0.106
H7 -2.93 -2.58 2.39  0.090
H8 -4.14 -3.73 -0.46  0.122
H9 -4.59 -2.99 1.15  0.096
H10 -6.70 -3.19 0.09  0.059
H11 -5.26 -3.31 -2.52  0.063
H12 -7.11 -3.59 -2.21  0.073
H13 -6.43 -1.91 -2.69  0.053
H14 -4.34 -0.95 -2.41  0.073
H15 -2.62 0.98 -2.96  0.108
H16 3.02 -0.69 2.20  0.117
H17 4.53 0.38 2.27  0.128
H18 0.18 2.76 2.87  0.066
H19 -0.16 5.33 2.66  0.102
H20 2.01 6.97 3.06  0.077
H21 4.40 5.86 3.70  0.044
H22 4.71 3.16 3.89  0.083
H23 5.11 1.71 0.06  0.098
H24 2.31 3.98 -3.46  0.108
H25 0.56 3.71 -2.99  0.109
N2 7.47 0.56 5.87  0.048
C30 6.14 0.71 5.69  -0.144
C31 5.22 -0.31 5.86  -0.062
C32 5.69 -1.56 6.24  -0.075
C33 7.05 -1.74 6.43  -0.086
C34 7.89 -0.66 6.24  -0.168
H26 5.83 1.70 5.39  0.088
H27 4.17 -0.13 5.71  0.076
H28 5.00 -2.38 6.39  0.106
H29 7.45 -2.71 6.73  0.096
H30 8.96 -0.75 6.38  0.096
N3 -7.40 -3.49 2.49  0.057
C35 -7.77 -4.35 3.45  -0.157
C36 -8.17 -3.95 4.72  -0.087
C37 -8.18 -2.60 5.01  -0.084
C38 -7.81 -1.69 4.03  -0.067
C39 -7.43 -2.18 2.79  -0.192
H31 -7.74 -5.40 3.18  0.098
H32 -8.45 -4.69 5.46  0.096
H33 -8.49 -2.25 6.00  0.102
H34 -7.81 -0.62 4.23  0.097
H35 -7.13 -1.51 1.99  -0.104
N4 6.56 -0.45 -6.51  0.043
C40 7.82 -0.12 -6.86  -0.153
C41 8.38 1.12 -6.63  -0.080
C42 7.61 2.09 -5.99  -0.076
C43 6.31 1.78 -5.62  -0.075
C44 5.84 0.51 -5.90  -0.118
H36 8.38 -0.91 -7.36  0.099
H37 9.40 1.33 -6.93  0.098
H38 8.02 3.07 -5.79  0.105
H39 5.68 2.51 -5.13  0.054
H40 4.83 0.21 -5.62  0.109
N5 5.06 -5.97 -7.98  0.041
C45 6.31 -5.64 -8.33  -0.170
C46 6.88 -4.40 -8.10  -0.081
C47 6.11 -3.44 -7.47  -0.076
C48 4.81 -3.75 -7.09  -0.066
C49 4.33 -5.02 -7.37  -0.159
H41 6.87 -6.43 -8.83  0.095
H42 7.90 -4.19 -8.40  0.094
H43 6.52 -2.45 -7.26  0.055
H44 4.18 -3.02 -6.60  0.103
H45 3.33 -5.31 -7.09  0.099
N6 -5.83 -5.25 -4.00  0.052
C50 -6.46 -5.14 -5.18  -0.141
C51 -6.47 -6.15 -6.14  -0.077
C52 -5.78 -7.32 -5.86  -0.086
C53 -5.12 -7.45 -4.65  -0.077
C54 -5.17 -6.40 -3.76  -0.141
H46 -6.97 -4.21 -5.34  0.106
H47 -6.99 -6.01 -7.07  0.100
H48 -5.76 -8.13 -6.59  0.103
H49 -4.58 -8.36 -4.41  0.100
H50 -4.67 -6.45 -2.79  0.105
N7 -9.27 1.56 2.77  0.063
C55 -10.34 0.78 2.53  -0.153
C56 -11.62 1.10 2.93  -0.077
C57 -11.82 2.30 3.61  -0.089
C58 -10.73 3.12 3.87  -0.080
C59 -9.49 2.71 3.43  -0.147
H51 -10.13 -0.14 2.00  0.099
H52 -12.45 0.44 2.71  0.100
H53 -12.82 2.58 3.94  0.102
H54 -10.85 4.05 4.40  0.099
H55 -8.60 3.32 3.60  0.105
N8 6.12 7.33 4.11  0.045
C60 7.38 7.04 3.75  -0.141
C61 8.25 7.97 3.19  -0.077
C62 7.79 9.26 2.98  -0.085
C63 6.49 9.58 3.34  -0.076
C64 5.70 8.59 3.90  -0.145
H56 7.69 6.02 3.92  0.106
H57 9.26 7.68 2.92  0.100
H58 8.44 10.01 2.54  0.103
H59 6.10 10.58 3.19  0.100
H60 4.68 8.79 4.20  0.105

As for the net charge: -1. As for the HOMO energy: -4.87 eV. Its total energy is -188939.45804 eV.